# C23H23IrN5O5

C23H23IrN5O5 as an isolated structure (ωB97M-V/def2-TZVPD, the OMol25 dataset).

CARTESIAN COORDINATES (ANGSTROEM)
1 Ir 0.80905 -0.25075 -0.10017
2 O -2.69634 -2.48981 -0.24876
3 C -1.66023 -1.77137 -0.00248
4 O -0.66248 -1.69711 -0.73016
5 C -1.70292 -0.98191 1.26198
6 C -2.69175 -1.01355 2.23344
7 C -2.53041 -0.19886 3.35126
8 C -1.40813 0.62337 3.45338
9 C -0.47793 0.60335 2.42603
10 N -0.63433 -0.19989 1.37477
11 C 0.79179 1.38582 2.30003
12 O 1.13089 2.33509 3.09708
13 O 1.57180 1.08298 1.38371
14 H -2.64341 -2.99715 -1.08350
15 H -3.55603 -1.65544 2.11685
16 H -3.27525 -0.19819 4.13730
17 H -1.28128 1.24938 4.32834
18 H 0.50270 2.57078 3.80064
19 N -0.50756 2.35321 -2.93783
20 C -1.59861 2.59136 -2.14083
21 C -1.44445 1.82397 -1.02671
22 N -0.26486 1.12546 -1.15292
23 C 0.28042 1.46733 -2.32014
24 C 1.54855 0.85409 -2.63923
25 N 2.03195 0.00102 -1.73879
26 C 3.24417 -0.44307 -2.20489
27 C 3.48362 0.15952 -3.40416
28 N 2.40881 0.97131 -3.65739
29 H -0.35518 2.78193 -3.84176
30 H -2.38477 3.27283 -2.42084
31 H -2.09819 1.74194 -0.17646
32 H 3.85090 -1.15984 -1.68243
33 H 4.31894 0.08092 -4.07965
34 H 2.30486 1.53807 -4.48889
35 C 6.38644 -5.63257 4.02224
36 C 5.56472 -4.61285 3.30910
37 C 5.94254 -3.27779 3.22916
38 C 5.11625 -2.24740 2.64617
39 C 5.67643 -0.88090 2.77766
40 C 3.89709 -2.60663 2.02483
41 C 3.10904 -1.55962 1.40371
42 O 2.06697 -1.72873 0.74624
43 C 3.52142 -3.97765 2.03290
44 C 2.29876 -4.52183 1.40383
45 C 4.37593 -4.94131 2.66893
46 H 7.21539 -5.18547 4.56436
47 H 6.78660 -6.36282 3.31367
48 H 5.76777 -6.20409 4.71625
49 H 6.90421 -2.97763 3.63208
50 H 6.04892 -0.73892 3.79674
51 H 5.01809 -0.05584 2.53321
52 H 6.57435 -0.81622 2.14709
53 H 3.49658 -0.54286 1.50045
54 H 2.54178 -4.78444 0.36230
55 H 1.47863 -3.81424 1.36353
56 H 1.99094 -5.44758 1.88737
57 H 4.07388 -5.98218 2.61917

Forces on the atoms, in the same order (eV/Å):
Ir -1.612 0.398 1.329
O 0.012 -0.080 0.011
C -0.019 0.059 0.157
O 0.749 0.033 -0.784
C -0.218 -0.093 0.000
C -0.011 0.079 -0.006
C 0.037 0.000 -0.033
C -0.085 0.012 -0.042
C -0.026 0.206 0.139
N 0.662 -0.487 -0.127
C -0.196 -0.152 0.124
O 0.116 -0.002 0.036
O 0.551 0.265 -0.953
H 0.009 0.018 -0.002
H -0.003 0.002 0.010
H 0.003 -0.011 0.005
H -0.017 0.029 -0.017
H -0.012 -0.031 -0.010
N -0.027 -0.025 0.036
C -0.070 -0.024 0.089
C -0.028 0.028 -0.053
N 0.327 -0.108 0.069
C -0.007 0.089 -0.090
C 0.046 0.081 -0.076
N -0.008 -0.122 0.119
C -0.014 0.014 -0.098
C 0.053 -0.032 0.063
N 0.020 -0.060 -0.003
H 0.016 0.008 0.003
H 0.021 0.008 -0.034
H 0.007 0.007 0.010
H -0.012 -0.010 0.010
H -0.026 -0.001 -0.029
H -0.007 0.022 0.012
C 0.022 -0.189 -0.111
C -0.031 0.049 0.067
C -0.014 -0.061 0.040
C -0.003 0.016 -0.014
C 0.029 0.012 -0.001
C -0.009 -0.007 -0.042
C 0.174 0.046 -0.094
O -0.332 -0.120 0.247
C 0.030 -0.030 -0.075
C -0.066 0.009 -0.001
C 0.073 -0.006 -0.036
H -0.008 0.003 0.004
H 0.043 0.059 -0.042
H -0.013 0.082 0.055
H -0.025 0.041 0.034
H -0.017 -0.011 0.008
H 0.011 -0.004 -0.021
H -0.009 0.002 -0.014
H -0.080 0.007 0.045
H 0.024 0.011 0.003
H 0.006 -0.027 0.031
H 0.011 -0.007 0.001
H -0.051 0.010 0.051

Properties
- net charge = +4
- multiplicity = 2
- orbital gap (spin up / spin down) (eV) = 7.10 / 5.11
- E_HOMO (spin up / spin down) (eV) = -19.5 / -19.5
- energy relative to the best compared isomer or geometry (same formula, charge and spin) (kcal/mol) = 0.0
- largest force on an atom (eV/Å) = 2.13